Computed, not measured: 11 unconnected molecules or ions with the total composition C5H29NO12, with ωB97M-V/def2-TZVPD.

XYZ file:
```
47
Properties=species:S:1:pos:R:3:forces:R:3
C -1.342 -2.294 0.089 2.5 0.5 2.6
C -1.821 -2.721 -1.263 0.8 -0.9 -2.5
C -0.784 -0.807 0.161 -0.1 0.8 -2.3
N -1.615 0.315 0.326 1.7 -1.1 0.2
C -2.914 0.097 0.824 -2.0 -0.1 -0.6
C -3.157 0.505 2.212 0.3 -0.6 -0.5
O -2.258 0.876 2.956 2.1 0.9 1.8
O 0.331 -0.641 -0.432 -0.5 0.1 0.9
H -2.025 -2.491 0.957 0.5 0.0 -0.9
H -0.291 -2.816 0.289 -2.4 0.6 -0.2
H -0.856 -2.880 -1.953 -2.3 1.1 1.1
H -2.625 -2.057 -1.684 1.1 -0.3 0.1
H -2.274 -3.734 -1.345 0.2 0.4 0.8
H -1.217 1.274 0.533 -0.2 -1.7 -0.1
H -3.267 -0.966 0.735 0.4 1.0 -0.7
H -3.551 0.756 0.189 -0.3 -0.5 0.0
H -4.157 0.691 2.483 -1.9 0.1 0.3
H 2.661 0.111 -0.152 -1.4 -0.2 2.9
H 2.234 0.683 -1.545 2.0 -1.0 2.1
O 3.006 0.248 -0.987 -0.6 2.4 -5.0
H 1.516 -1.423 -2.703 0.2 -0.7 0.9
H 1.536 -0.765 -4.060 -0.7 -0.5 0.6
O 0.920 -1.110 -3.373 0.3 0.8 -1.7
H 1.498 3.388 -0.830 0.5 -0.2 0.5
H 2.411 3.280 0.508 -1.0 -0.2 -1.1
O 1.553 3.041 0.078 0.9 0.6 0.1
H 2.363 1.252 2.474 -0.2 -2.0 -0.9
H 1.255 1.117 1.587 -0.8 -0.4 -0.7
O 1.975 0.533 1.868 1.0 2.7 1.5
H -0.435 3.120 2.739 0.0 0.1 -0.6
H 0.212 3.462 1.314 1.2 1.9 -1.1
O -0.223 2.843 1.837 -1.5 -2.4 2.0
H 0.932 -0.779 2.870 1.0 0.6 -0.5
H -0.543 -0.569 2.589 -0.7 0.8 -0.2
O 0.069 -1.056 3.129 -0.5 -1.5 1.0
H 3.037 -1.317 -1.964 0.8 -2.2 2.2
H 2.681 -2.351 -0.784 -0.9 0.1 1.2
O 3.207 -2.243 -1.552 0.7 1.1 -3.3
H 0.312 0.699 -2.055 -1.5 -4.7 1.7
H 0.536 1.491 -3.289 -0.1 0.0 0.7
O 0.585 1.510 -2.316 1.6 4.6 -2.1
H -0.828 2.469 -1.499 -0.8 1.0 -0.1
H -2.309 2.467 -1.167 0.3 0.5 -0.1
O -1.597 3.099 -1.392 0.4 -1.3 0.1
H 1.958 -1.546 0.648 -1.1 1.0 -0.2
H 1.206 -2.501 1.710 2.3 1.2 -1.4
O 2.097 -2.264 1.244 -1.3 -2.3 1.9
```
Positions in Å, forces in eV/Å.

## Properties
LUMO level (alpha / beta)   2.448 / 2.314 eV
ΔE to the lowest compared entry with this formula, charge and spin   273.21 kJ/mol
Net charge   -1
Expectation value of S²   0.757
HOMO (alpha / beta)   -0.091 / -5.144 eV
Calculated total energy   -1165.4665 hartree
Spin multiplicity   2

These are the natural (NBO) partial charges, in e, on atoms 1 to 4:
1 C -0.5133
2 C -0.6292
3 C 0.6019
4 N -0.6626